No. 1
Entry from the OMol25 dataset: 10 unconnected molecules or ions with the total composition C20H60O19 in a non-equilibrium geometry (the ωB97M-V functional and the def2-TZVPD basis).

Geometry as XYZ:
```
99
Properties=species:S:1:pos:R:3:forces:R:3
H 1.4154 -2.6353 -3.1133 0.50 -0.78 0.59
H 0.5366 1.2547 -4.0421 -0.28 -2.45 1.04
H -4.0933 -5.3711 -1.1003 -0.58 -0.53 0.13
C 2.9291 -1.1812 1.0164 -1.40 0.80 0.64
H 0.4299 -0.8218 -2.3855 0.34 0.24 2.83
H 3.8169 -1.7208 0.6899 -0.09 0.15 -0.30
C -3.9386 -5.6249 -0.0412 -1.33 -0.26 0.33
C -1.6440 1.7878 1.7876 -0.33 0.03 1.74
H 1.9478 0.3600 6.1204 1.43 0.83 -0.36
H 0.0177 -0.0003 0.6663 1.01 -0.34 -0.08
H -1.2017 -1.4252 4.4763 -0.08 0.02 0.10
O 1.7535 -2.0457 1.0363 0.11 0.03 -0.91
H 0.7703 -1.3114 2.4543 0.14 -0.41 0.07
H 1.4631 0.5028 4.0354 0.14 -0.39 0.52
C -1.4718 1.1991 0.4573 0.12 -1.12 -2.47
C 0.1771 3.0384 -3.2199 -1.36 -1.12 0.47
C -1.2928 -2.7999 2.8240 0.15 1.37 -1.04
H 4.5865 1.5521 -5.7602 -0.32 0.53 -0.61
H 0.5295 5.7362 0.8128 0.28 0.14 0.43
C 3.7793 1.6298 -5.0137 2.45 -0.47 0.19
O 3.1727 2.8885 -4.9549 -1.67 -0.57 -0.71
H -3.4373 -2.8470 1.4063 0.44 0.61 0.78
H 0.0149 -2.7227 4.3665 0.33 0.15 0.58
H 5.0304 0.2439 -3.9138 0.19 0.06 -0.20
H -1.8385 -3.6201 3.2573 0.14 -0.30 0.57
H -1.8747 -1.2395 1.8260 0.58 0.98 -0.84
O 0.3571 -0.9210 -3.2962 -0.48 -0.77 -3.09
H 2.0008 3.5359 -0.9898 -0.34 0.04 0.91
O -5.4286 -2.8653 -3.5158 1.58 -1.99 0.79
H 3.0607 2.3746 7.1560 -0.34 0.17 -0.57
H -1.7722 -2.3660 -1.8774 -0.11 0.40 0.37
H -5.6338 -2.4786 -0.8829 0.95 1.05 -0.34
C -3.1110 -4.5204 0.5183 0.17 0.02 1.53
C -0.5297 -1.9605 3.8137 0.40 -0.78 0.69
O 3.7620 1.1380 -2.6008 0.52 1.24 -0.34
H -3.7953 -3.1057 -2.2954 0.29 -0.25 -0.65
C 0.5305 -2.3265 -3.6216 -0.53 1.56 -1.28
H 0.7458 4.8759 -2.1222 -0.21 -0.66 -0.24
O 0.8362 3.7516 0.6070 0.04 -0.28 1.23
O 2.1205 -0.3193 -0.9966 1.29 1.84 -1.73
H -0.5795 -4.2017 -3.4149 0.31 0.16 -0.49
H -0.1501 2.4058 -2.3771 -0.01 0.36 -0.10
O 0.6147 2.1475 -4.2530 0.76 3.08 -0.97
C 2.8087 2.4010 6.0757 -0.81 -0.69 0.01
H 3.5077 0.7926 0.1620 -0.57 -0.44 0.04
C -5.0113 -1.7015 -1.4327 -1.29 2.08 1.27
O 0.4051 -0.9999 3.3051 -0.63 0.10 -0.60
O -0.8935 -0.1394 0.4438 -1.00 0.72 0.56
O 1.5785 3.0817 5.8660 0.02 0.19 0.43
H -2.3724 1.2506 2.4113 0.33 -0.39 -0.07
O 2.2539 1.0246 4.2087 0.32 0.66 -1.09
H 3.7177 0.5389 5.5563 -0.10 -0.26 0.16
H -5.6447 -5.0760 0.8998 0.27 0.35 -0.14
H 1.1596 2.7901 5.0385 0.56 -0.12 0.23
H 2.2091 2.7005 -5.2140 1.74 0.65 0.96
H 2.9856 -0.9445 2.0686 0.70 0.10 0.43
H -2.3769 1.0664 -0.1519 -0.19 0.26 0.68
H -2.1400 2.7629 1.6998 0.81 0.19 -0.01
H 1.9167 4.0786 3.1900 -0.16 1.09 -0.76
H -0.3096 4.7053 1.9860 -0.15 0.27 0.11
H -0.7130 3.5287 -3.6295 0.10 0.28 0.21
O -0.3607 1.8698 2.4988 -0.80 -0.06 -0.84
H 0.6484 3.0456 1.2647 0.26 -0.33 -0.85
O -5.1820 -5.8959 0.7088 1.49 0.02 -0.94
H -0.5756 -3.1765 2.0900 0.00 -0.28 -0.09
H -1.5525 -2.8491 -3.9195 -0.61 0.47 -0.54
H -5.6846 -0.8015 -1.6807 0.67 -1.48 0.16
O -2.2850 -2.0213 2.1669 -0.43 -0.46 0.64
H 2.7151 0.1282 -1.7475 -1.42 -0.95 1.67
H -3.8720 -1.4809 -3.2226 -0.21 -1.22 0.65
C -0.7293 -3.1217 -3.2998 1.25 -0.99 0.72
H -0.0219 0.9514 2.5448 -0.36 0.41 0.29
C -4.4331 -2.3086 -2.6709 0.01 1.43 -0.79
O -1.0515 -2.9950 -1.9232 -0.17 0.25 0.15
C 2.7207 0.9853 5.5375 -1.64 -1.17 0.90
H -2.3285 -4.2297 -0.1724 0.26 -0.08 -0.35
O -3.9425 -3.4051 0.8203 -0.63 -1.15 -0.86
O -3.9687 -1.0457 -0.6276 -0.30 -1.63 -0.30
H 3.1059 0.8411 -5.2708 -0.77 -0.54 0.13
C 1.1773 4.0399 -2.7047 0.70 -0.98 1.07
H 1.6811 4.4592 -3.5262 0.81 0.67 -1.12
C 0.6410 4.8759 1.4797 0.60 0.00 0.80
H -3.5372 -1.7608 -0.0945 -0.71 0.62 -0.62
H 2.6720 5.2825 2.0339 0.80 -0.13 -0.04
H 1.8427 0.7213 0.8603 0.46 -0.40 -0.65
H -2.6113 -4.9318 1.4238 -0.28 0.55 -0.15
H -3.3613 -6.5381 0.0845 -0.09 -0.14 -0.49
H -6.0411 -2.2393 -3.8208 -1.08 1.60 -0.43
H -0.8358 1.8361 -0.1599 0.23 0.14 0.12
C 2.6061 0.1461 0.2613 0.42 -1.46 0.09
C 4.6156 1.2402 -3.7803 -1.25 0.66 0.94
H 1.4852 -2.3212 0.1282 0.43 0.59 0.74
H 0.7688 -2.3394 -4.7173 -0.38 -0.16 0.86
H 1.5490 5.8829 3.2298 0.01 -0.48 -0.07
O 2.1948 3.3628 -1.9051 -0.29 0.46 -1.19
H 3.4247 2.0618 -2.4531 -0.18 -0.84 0.03
H 5.4328 1.9896 -3.5854 -0.73 -0.68 -0.22
H 3.6188 2.8673 5.5447 0.45 0.62 -0.28
C 1.7877 5.0233 2.5814 -1.60 -0.32 -0.81
```
Positions in Å, forces in eV/Å.

HOMO-LUMO gap ... 10.2 eV
DFT total energy ... -60611.03648 eV
ΔE to the lowest compared entry with this formula, charge and spin ... 0.000 eV
SMILES string ... OCCO.OCCO.OCCO.OCCO.OCCO.OCCO.OCCO.OCCO.OCCO.CCO
E_LUMO ... 0.6 eV



No. 2
Entry from the OMol25 dataset: a molecular structure, C16H16ClN4O2ReS2Se in a non-equilibrium geometry (the ωB97M-V functional and the def2-TZVPD basis).

Geometry as XYZ:
```
43
Properties=species:S:1:pos:R:3:forces:R:3
C 0.8731 -0.7689 2.8513 -0.05 0.03 0.02
C 2.1438 1.7798 0.9369 0.02 0.04 0.01
C 3.4133 1.8566 1.4768 0.00 0.00 -0.01
C 4.3343 0.9911 -0.5719 -0.02 0.00 0.02
S -1.6540 -2.4959 -0.0176 -0.49 0.13 -0.52
H 5.1920 0.6897 -1.1586 0.00 0.00 0.00
S 2.2646 -1.2734 3.6868 0.02 0.00 -0.08
C -2.7748 -1.5994 -1.0115 0.09 0.36 0.11
H 1.3246 -0.9787 -1.9921 -0.17 -0.04 -0.01
H 2.9248 0.5816 -2.1228 0.00 0.02 -0.01
C -3.6845 -2.3494 3.3049 0.04 -0.29 0.15
H -2.8171 2.3845 -0.6127 0.03 -0.02 0.02
H 2.3169 -1.7174 0.1414 0.01 0.02 0.02
N -3.8004 -2.1189 -1.6819 0.09 -0.17 0.10
C 3.0481 0.9275 -1.1000 0.03 -0.05 0.04
C 4.5042 1.4482 0.7189 -0.03 0.00 -0.01
C -4.3748 0.1105 -2.3381 -0.07 0.04 -0.11
H -0.0165 2.0626 -0.8015 0.12 -0.15 0.10
H 0.0692 -1.8569 -2.2339 -0.04 -0.06 0.17
H 1.2823 2.0624 1.5331 0.02 -0.01 -0.02
N -4.3367 -3.2897 3.4972 -0.03 0.04 -0.02
Se -2.6559 -0.8753 2.9933 -0.10 0.23 -0.01
N 0.9365 -0.9293 1.5502 -0.04 0.18 0.39
C 2.9822 -1.7484 2.2048 -0.01 -0.02 0.03
C -2.8694 2.0373 -1.6453 0.13 0.08 -0.02
C 0.5376 1.1206 -0.8756 -0.12 -0.15 0.08
H -3.5784 2.6444 -2.2068 0.02 0.00 0.01
H -1.8659 2.1561 -2.0751 -0.24 -0.04 0.08
Re -0.6809 -0.2815 0.3408 -0.41 0.64 -1.18
H 0.5743 0.8733 -1.9425 -0.09 0.00 -0.03
Cl 6.1088 1.5156 1.4106 0.00 0.00 0.00
H -5.0390 0.7745 -2.8732 0.00 -0.01 0.02
H -0.0105 -0.3896 3.3472 0.01 -0.01 0.01
N -2.4807 -0.2609 -1.0095 0.38 -0.29 0.32
C 2.1386 -1.4993 1.1805 -0.02 0.02 -0.08
C -3.2634 0.5976 -1.6671 0.35 -0.28 0.23
H 3.9659 -2.1829 2.1571 0.00 0.01 -0.01
O 0.7510 -1.6418 -1.5852 0.30 -0.02 0.02
O -1.2609 1.0801 1.2323 0.27 -0.29 0.26
H -5.4267 -1.6880 -2.8505 0.00 0.00 0.02
C 1.9247 1.2939 -0.3601 -0.01 0.07 -0.05
H 3.5636 2.2156 2.4866 0.00 0.00 0.00
C -4.5838 -1.2579 -2.3172 -0.01 0.00 -0.04
```
Positions in Å, forces in eV/Å.

Charge ... -1
HOMO-LUMO gap (spin up / spin down) ... 6.0 / 6.0 eV
2S+1 ... 2
DFT total energy ... -128578.51788 eV
ΔE to the lowest compared entry with this formula, charge and spin ... 0.861 eV
E_LUMO (spin up / spin down) ... 2.3 / 2.3 eV



No. 3
Entry from the OMol25 dataset: 5 unconnected molecules or ions with the total composition C32H88N12O10P4S in a non-equilibrium geometry (the ωB97M-V functional and the def2-TZVPD basis).

Geometry as XYZ:
```
147
Properties=species:S:1:pos:R:3:forces:R:3
H 13.8656 5.4491 1.5968 -0.08 0.13 -0.01
H 1.9246 -1.1304 8.1117 -0.02 -0.05 -0.08
H -3.2863 -3.9508 5.9591 -0.03 -0.04 -0.05
H 3.6192 1.1407 0.5990 -0.19 0.08 -0.01
C -1.5676 -4.9218 8.0565 0.14 0.19 0.23
H -0.6051 -0.5293 5.0388 0.01 -0.01 -0.02
N 0.2048 -2.0174 7.2201 0.32 0.91 2.96
H 0.3978 -0.6954 8.8663 -0.02 -0.06 0.00
H -1.1609 -5.8794 7.7220 0.02 0.05 -0.11
H 5.0199 0.4033 2.2923 0.22 0.24 0.00
H 1.5669 2.4453 -0.0146 -0.10 -0.06 0.32
N 10.6478 6.4402 5.1881 -0.23 0.76 -0.01
H 8.4071 4.2204 1.9681 -0.02 0.15 0.05
C -8.7436 -1.1130 -7.3292 -0.23 -0.14 0.21
H 0.6093 -3.2482 5.5523 -0.16 -0.07 0.12
N -8.0746 -5.0829 -8.0460 0.40 -0.21 0.25
N 9.7888 5.4565 3.0394 -0.27 -3.04 0.11
H 9.9007 3.4289 2.4366 0.00 0.00 0.07
C -0.9785 1.8744 1.4537 1.17 -0.51 0.51
H -1.3595 0.3415 0.0494 0.33 -0.03 -0.18
H -7.3694 -6.1108 -9.7118 0.03 -0.02 0.17
H -8.9755 -6.8209 -7.2166 0.06 -0.12 -0.08
H 4.8495 2.7455 0.1666 0.14 0.33 -0.16
H -3.2718 0.7134 -5.0877 0.03 0.01 0.00
H 8.2045 6.2553 4.2301 -0.04 0.07 0.00
H -6.5735 -2.5129 -8.6044 0.05 0.03 -0.04
C 4.4072 1.2474 2.6118 -0.56 -0.48 -1.62
H 9.1574 7.4522 3.3282 0.11 -0.07 0.16
C -1.8247 -2.0422 -6.3059 0.16 -0.33 0.20
C 4.5047 3.5600 0.8182 -0.75 -0.93 -0.50
H 1.0862 -2.3025 9.1514 0.15 0.03 0.02
H -0.7785 -3.9993 -1.7594 -0.07 -0.08 -0.10
H 13.3717 4.1729 2.6932 -0.07 0.06 0.08
C 10.3108 5.8505 6.4811 -0.10 -0.31 -0.13
H -1.7274 1.6983 2.2330 -0.23 0.25 -0.27
H -2.2631 -5.3809 5.7415 0.05 -0.02 0.22
H 12.4838 7.4772 5.5189 0.02 0.06 0.03
O 4.8655 3.2866 4.1248 -1.41 0.58 -0.54
H -7.3727 -1.1300 -9.3718 -0.11 0.06 0.18
H 11.0521 8.1879 6.2841 -0.07 -0.19 0.08
H 9.7953 4.8956 6.3477 0.03 0.00 0.01
H -1.4820 -5.0688 -3.6588 0.08 0.11 0.10
C -2.2737 -4.3346 -3.8280 -0.61 -0.05 0.00
C 1.0310 -2.9878 6.5206 -0.13 -0.56 -0.14
H 12.3490 4.5662 1.2988 0.08 0.07 -0.12
H 2.4426 3.8799 -0.4545 -0.34 0.08 -0.01
H 0.3900 0.5336 0.4492 -0.14 0.14 -0.22
O 1.0094 4.2477 0.8949 -0.67 -0.37 -0.30
C -2.2501 -4.2963 5.8621 -0.10 0.31 -0.18
C -5.0352 -1.5585 -2.6175 0.15 -0.24 0.32
H 11.5624 7.9480 2.6984 -0.10 -0.14 0.04
N 12.2838 5.9672 2.8953 0.53 -0.09 0.00
H -5.3267 -0.5581 -2.9562 -0.16 -0.03 0.04
H -1.8343 -3.9102 4.9296 -0.09 0.08 0.03
C 9.1451 4.1503 2.7681 0.41 -0.11 -0.26
O -0.7728 -0.5411 1.7775 0.14 -0.02 0.37
C -0.6268 0.5222 0.8459 -0.72 0.06 -0.31
H 2.9724 3.6079 2.3320 -0.08 -0.21 0.05
H -11.1900 -2.2369 -8.8743 0.00 0.03 -0.08
H -11.8010 -3.4121 -6.6243 -0.15 -0.03 -0.03
C 1.9925 3.3617 0.4007 0.99 0.66 -0.23
C 3.1533 3.0751 1.3966 -0.42 -0.33 -0.91
H -7.6632 -2.7201 -9.9973 0.07 -0.06 0.07
H -9.5599 -1.2153 -6.6084 0.03 0.00 0.02
O 5.5185 3.7536 1.8262 -0.09 -1.07 -0.20
H 3.9180 0.9449 3.5352 0.44 0.56 0.35
H -2.2722 -0.5496 4.4514 -0.07 0.04 0.13
H 0.0498 -1.0358 1.8497 -0.13 0.16 -0.03
H 9.6320 6.5103 7.0271 0.01 0.08 -0.09
H -9.1335 -5.9827 -9.6601 -0.01 0.01 -0.01
H -7.8218 -0.9362 -6.7642 -0.03 -0.02 0.07
H -5.3128 -1.6297 -5.3261 -0.05 -0.06 -0.08
H -11.1871 -5.0584 -6.3989 0.03 0.06 0.00
P -1.5140 -2.2950 7.6178 -2.44 -2.71 -5.48
C -11.5109 -4.3292 -7.1488 0.11 -0.40 0.04
C 0.9463 -1.5191 8.3981 -0.12 0.38 -0.08
H -1.5032 0.7149 7.1231 -0.04 0.10 -0.12
C -8.1967 -5.4516 -9.4396 -0.61 0.07 -0.25
H -3.1873 -4.7119 -3.3466 -0.03 -0.02 -0.03
C 11.9896 7.1419 2.1061 -0.62 0.04 -0.20
C 8.7528 6.4424 3.3033 -0.06 0.36 0.52
H 2.0059 -2.5326 6.3173 -0.09 0.25 0.20
P -2.5610 -1.5249 -3.6956 3.05 -4.13 -4.86
H 4.3894 4.4412 0.1911 0.34 0.35 0.52
H -11.8412 -3.7149 -9.5972 0.01 -0.21 0.26
H -1.6588 0.5324 -5.7874 -0.01 0.04 0.07
H -12.3915 -4.7447 -7.6405 0.05 0.03 -0.08
P -8.8778 -3.7724 -7.2849 4.08 1.56 -5.00
O -1.2663 -0.7414 -3.5246 -2.24 1.83 2.59
H -3.1090 0.2541 -6.7788 -0.01 -0.11 0.00
C -1.5543 -1.0832 5.0773 0.66 -0.06 -0.05
H 11.3082 6.9338 1.2684 -0.03 0.02 0.01
C 12.9986 4.9928 2.0782 0.08 -0.38 0.29
H -1.0226 -2.2772 -1.5330 -0.04 0.03 -0.09
H -5.9147 -3.0607 -4.4850 0.08 0.08 0.30
H -0.6632 4.2321 2.1334 0.13 0.25 -0.57
H -2.3801 -3.3895 -1.2784 0.05 -0.15 0.05
O -7.8411 -3.4678 -6.2195 -2.87 -1.13 2.04
H -7.7586 -6.0385 -6.1918 -0.02 0.10 -0.04
C 0.3246 3.7718 2.0359 0.48 -0.02 1.24
C -2.4086 0.1162 6.9415 -0.17 -0.08 0.46
N -10.4239 -4.0844 -8.1207 -1.21 -0.30 2.87
H 11.1963 5.6668 7.0991 -0.01 -0.08 -0.01
H -4.4859 -1.4494 -1.6755 0.03 0.03 -0.05
H -1.2799 2.6052 0.7006 -0.26 -0.25 -0.05
H 1.2000 -3.9040 7.0928 0.02 -0.05 -0.07
H 8.6599 3.7441 3.6571 -0.15 -0.03 -0.10
H -2.1608 -3.0751 -6.4100 0.08 -0.01 0.09
H -1.0074 -4.6266 8.9482 -0.04 0.00 0.01
H 11.2634 8.3638 4.5722 0.11 -0.05 -0.02
H -0.7795 -2.0398 -5.9740 0.03 -0.02 -0.05
N -4.1956 -2.2526 -3.6164 -0.91 2.32 2.13
H 0.8948 4.0796 2.9232 -0.01 -0.18 -0.05
H -4.4979 -3.1985 -5.4861 0.16 0.16 -0.01
H -3.0511 0.6599 6.2467 0.07 -0.08 -0.11
C -5.0074 -2.5336 -4.7926 0.04 0.24 -0.61
C -1.4957 -3.1884 -1.9023 0.12 0.45 0.08
H -5.9378 -2.1304 -2.3986 0.02 -0.04 -0.10
N -2.6992 -1.2925 -5.4150 -0.28 -0.19 -0.56
O -2.8135 -2.4836 8.3767 2.19 1.69 2.48
S 5.4719 2.6480 2.9903 1.04 0.41 4.37
H 12.9184 7.5379 1.6881 0.08 -0.15 0.05
H 2.3765 1.0483 1.8472 -0.08 0.25 0.08
C -8.0134 -6.2874 -7.2228 0.04 0.16 0.47
H -8.1270 -4.5957 -10.1069 -0.12 0.05 0.12
N -1.4235 -3.9219 7.0014 0.22 -0.36 -0.67
C -7.5064 -2.1696 -9.0682 0.13 -0.34 -0.08
C 3.2944 1.5559 1.5579 0.89 0.14 0.79
H -7.2411 -6.9678 -7.5854 -0.03 0.05 -0.14
O 0.2056 2.3825 2.1073 -0.28 0.23 -0.22
N -8.6553 -2.2961 -8.1813 0.03 0.23 -0.73
C -2.6737 0.1198 -5.7854 -0.14 0.11 0.28
H 8.0349 6.4207 2.4771 0.15 -0.28 -0.10
N -2.0797 -1.2064 6.4195 -0.43 0.20 0.05
H -2.4393 -4.3182 -4.9025 -0.09 0.14 0.03
H -1.8625 -1.6267 -7.3144 -0.07 0.20 0.09
H -2.9547 0.0357 7.8823 0.03 -0.11 -0.02
H -10.2329 -3.1908 -10.0257 0.12 0.09 0.14
O 6.7786 2.1995 3.4032 0.06 -0.40 -2.25
H -2.6114 -5.0674 8.3534 0.01 0.04 0.07
C 11.4097 7.6630 5.3964 0.22 0.04 -0.29
C -10.9348 -3.2497 -9.1972 0.21 0.53 -0.20
H -8.9577 -0.2302 -7.9363 0.01 -0.07 -0.10
O 12.2961 4.6699 4.9725 -1.69 -2.98 -1.36
N -1.8533 -3.0513 -3.3096 0.61 -0.27 0.18
P 11.2375 5.2536 4.0561 1.76 6.13 1.21
H -1.4047 -2.0464 4.5943 0.07 -0.02 0.15
```
Positions in Å, forces in eV/Å.

HOMO-LUMO gap ... 7.4 eV
DFT total energy ... -120948.32706 eV
SMILES string ... O=S1(=O)CC[C@H](COCOCCO)CO1.CN(C)P(=O)(N(C)C)N(C)C.CN(C)P(=O)(N(C)C)N(C)C.CN(C)P(=O)(N(C)C)N(C)C.CN(C)P(=O)(N(C)C)N(C)C
E_LUMO ... -0.5 eV



Question: Among the records above, which one has the lowest DFT total energy?
Answer: C16H16ClN4O2ReS2Se